# 1
Density functional theory data (ωB97M-V/def2-TZVPD) for a structure of composition C4H12N4O2S.

Each line ends with the natural charge from an NBO analysis.
Geometry (Å):
H 2.3976 -1.6470 -1.3406  0.47
H 0.6826 -0.0386 -1.5811  0.25
C 0.5776 1.3389 0.8940  -0.07
N -1.9461 1.5980 0.2472  0.22
N -1.0954 0.7450 0.2967  -0.49
O -2.1650 -0.7111 -1.4107  -0.81
H -2.7487 -2.8313 0.6167  0.32
H 2.2536 0.7093 -2.0526  0.27
H 0.3073 2.3644 1.2927  0.26
C 1.5323 1.5557 -0.2179  -0.48
N 2.4101 -0.9616 -0.5957  -0.69
H 2.4988 1.7735 0.4177  0.29
H 3.3774 -0.8306 -0.3239  0.45
C 1.7466 0.2541 -1.1659  -0.26
O -0.2786 -1.5809 0.0998  -0.92
H -3.6621 -1.2244 0.6028  0.28
C -2.8141 -1.7612 0.9271  -0.84
S -1.5933 -1.0219 -0.1348  2.23
H -2.5363 -1.6997 2.0487  0.31
N -2.7834 2.3347 0.2860  0.22
H 0.6939 0.6905 1.7193  0.24
H 1.2010 2.3197 -0.9320  0.28
H 1.9443 -1.3756 0.3065  0.48

Results
DFT total energy in a.u.: -926.49935
E_HOMO in eV: -19.0
Energy relative to the best compared isomer or geometry (same formula, charge and spin) in kcal per mole: 31.0
Spin multiplicity: 1
Net charge: +2
Molecular weight in g mol⁻¹: 180.2
Lowest unoccupied orbital energy in eV: -8.213
Orbital gap in eV: 10.819

***

# 2
Density functional theory data (ωB97M-V/def2-TZVPD) for the ion C6H12N with charge +1.

Each line ends with the natural charge from an NBO analysis.
Geometry (Å):
H 2.5254 -1.2509 -0.7249  0.23
C -1.3339 0.1053 0.2353  0.26
C 2.0353 -1.1145 0.1820  -0.62
C 1.5712 1.3375 -0.3249  -0.61
H -2.3706 -1.0942 -0.9691  0.21
H 0.9910 0.4190 1.2822  0.22
N -0.2085 -0.3659 -0.2260  -0.42
C 1.0396 0.0623 0.3075  -0.09
H 1.4914 1.1372 -1.3816  0.21
H -4.6011 -0.5913 -0.0975  0.22
H -1.3662 0.9001 1.0298  0.24
H 2.9177 -0.9820 0.8409  0.26
C -2.5706 -0.3748 -0.1585  -0.33
H 2.6579 1.5313 -0.3237  0.25
H 1.0816 2.1716 -0.0912  0.21
C -3.8181 -0.0914 0.2492  -0.11
H -0.0788 -1.1170 -0.9089  0.45
H 1.3984 -2.1295 0.3660  0.21
H -3.9450 0.6729 0.9204  0.20

Results
DFT total energy in a.u.: -290.24092
E_HOMO in eV: -14.9
Energy relative to the best compared isomer or geometry (same formula, charge and spin) in kcal per mole: 50.8
Spin multiplicity: 1
Net charge: +1
Molecular weight in g mol⁻¹: 98.2
Lowest unoccupied orbital energy in eV: -5.469
Orbital gap in eV: 9.402
SMILES: C=C/C=[NH+]/C(C)C

***

# 3
Density functional theory data (ωB97M-V/def2-TZVPD) for a structure of composition C2H4FPS.

Each line ends with the natural charge from an NBO analysis.
Geometry (Å):
P 0.8881 -1.3164 0.5646  0.66
F 2.5376 1.2808 -0.4673  -0.51
H -1.8423 -1.1281 -0.6282  0.22
H -1.9274 0.5684 -0.6122  0.22
C -1.5081 -0.1915 -0.0916  -0.64
H -1.8708 -0.2717 0.8686  0.23
C 0.0229 -0.0384 -0.0088  -0.64
H 0.3502 0.9918 -0.0315  0.26
S 3.3499 0.1051 0.4065  0.21

Results
DFT total energy in a.u.: -917.88862
E_HOMO in eV: -8.8
Energy relative to the best compared isomer or geometry (same formula, charge and spin) in kcal per mole: 44.7
Spin multiplicity: 1
Molecular weight in g mol⁻¹: 110.1
Lowest unoccupied orbital energy in eV: -1.263
Orbital gap in eV: 7.540

***

# 4
Density functional theory data (ωB97M-V/def2-TZVPD) for a structure of composition C23H12Br2Cl4N4O2PtS.

Each line ends with the natural charge from an NBO analysis.
Geometry (Å):
H 1.1811 4.3489 5.2051  0.22
C -0.5118 -0.2107 3.2190  0.09
C 2.4509 -3.8881 -1.5215  -0.12
C -1.3227 -0.3541 4.3105  -0.35
H -0.7568 3.9751 3.7228  0.22
C 0.2615 2.6115 2.4402  -0.24
C -3.9023 -2.0105 -1.3168  -0.05
C -2.5438 -1.0672 0.4137  0.10
C 0.1767 3.4664 3.5233  -0.20
Cl 1.8633 -0.3391 -4.2849  0.05
N 1.7077 1.0597 1.1433  -0.59
C 3.0017 0.8547 1.0221  0.33
C 2.7912 -3.9910 -2.8374  -0.10
C 1.4614 1.9505 2.2005  0.21
H -0.8263 -1.1544 -2.4066  0.22
C 1.2729 3.6850 4.3571  -0.22
S 3.9925 1.4904 2.3110  0.37
C 2.0922 -1.6909 -3.2398  -0.19
H -0.5817 2.4441 1.7857  0.24
C 2.4901 3.0851 4.0882  -0.20
O 1.7392 -2.5173 0.2568  -0.53
C 2.5725 2.2412 2.9908  -0.25
C 1.7005 -1.5395 -1.8936  0.35
Br -5.5170 -2.7803 -1.9208  0.08
H -4.5809 -1.7642 0.6806  0.23
Cl 3.0723 -3.0229 -5.3535  0.08
N -0.9534 -0.2592 1.9506  -0.51
C -2.8386 -1.8493 -2.2284  -0.34
H -2.9340 -2.1249 -3.2660  0.24
Cl 3.4363 -5.4543 -3.4652  0.06
C -2.2595 -0.6597 1.7255  0.18
C -3.7714 -1.6280 -0.0192  -0.25
C -1.6695 -1.3204 -1.7518  0.08
H -4.2194 -0.8967 2.6296  0.23
H 0.5458 -0.0418 3.3455  0.21
H 4.5423 -0.0101 0.0091  0.41
N 3.5806 0.2745 -0.0262  -0.77
N -1.4990 -0.9468 -0.4740  -0.48
C 2.6216 -2.8747 -3.7092  -0.04
H -0.9168 -0.3043 5.3076  0.24
C 1.9369 -2.6513 -0.9569  0.31
C -2.7024 -0.5481 4.0747  -0.06
Pt 0.1736 -0.1461 0.2901  0.92
C -3.1715 -0.7108 2.8109  -0.27
O 1.1815 -0.4144 -1.5088  -0.71
Cl 2.6427 -5.1908 -0.4293  0.07
H 2.9774 -0.0537 -0.7683  0.43
H 3.3587 3.2895 4.6989  0.22
Br -3.8853 -0.6036 5.5457  0.07

Results
DFT total energy in a.u.: -8759.51741
E_HOMO (alpha / beta) in eV: -5.8 / -8.7
Spin multiplicity: 3
Molecular weight in g mol⁻¹: 905.1
Lowest unoccupied orbital energy (alpha / beta) in eV: 0.158 / -1.853
Orbital gap (alpha / beta) in eV: 5.978 / 6.865

***

# 5
Density functional theory data (ωB97M-V/def2-TZVPD) for an isolated molecule of C6H7NO2.

Each line ends with the natural charge from an NBO analysis.
Geometry (Å):
O -2.9846 -0.1318 -1.7563  -0.71
H 0.8467 0.3493 -0.8202  0.26
N -1.4782 1.5501 -1.8766  -0.60
C 3.4798 0.1477 1.7135  -0.23
H 0.2465 1.2276 0.5545  0.26
O -1.6073 -1.2481 0.2406  -0.52
H 4.4090 0.5821 2.0370  0.24
H -2.2842 1.5887 -2.6487  0.37
H -3.0546 -0.9396 -1.2166  0.49
C 1.0524 -0.7555 1.0531  -0.48
C -1.8614 0.5777 -1.1808  0.41
C 2.3997 -0.2822 1.3759  -0.02
H 1.1197 -1.7442 0.5759  0.24
C -1.0816 -0.2358 -0.1681  0.53
H 0.4857 -0.8990 1.9846  0.25
C 0.3124 0.2129 0.1323  -0.50

Results
DFT total energy in a.u.: -437.97659
E_HOMO in eV: -10.3
Energy relative to the best compared isomer or geometry (same formula, charge and spin) in kcal per mole: 57.2
Spin multiplicity: 1
Molecular weight in g mol⁻¹: 125.1
Lowest unoccupied orbital energy in eV: -0.255
Orbital gap in eV: 9.999
SMILES: [H]/N=C(\O)C(=O)CCC#C

***

# 6
Density functional theory data (ωB97M-V/def2-TZVPD) for a cluster of 14 separate species, C34H53N13O16P in total.

Each line ends with the Mulliken charge.
Geometry (Å):
O 13.8150 44.0060 4.3170  -0.22
H 16.8020 42.2310 4.9740  0.82
H 11.1630 41.4660 5.2400  -0.38
C 17.1150 38.3710 5.2160  -1.38
N 16.2770 44.1740 4.1330  0.74
H 16.2110 41.6270 7.8450  0.34
H 16.3150 37.4150 7.2300  0.61
H 7.8180 38.6750 5.7120  0.35
H 13.8140 46.1220 5.4060  0.20
C 10.7760 38.7880 1.8790  -0.25
H 11.7710 46.2370 5.7840  -0.12
H 8.5100 43.2920 4.3590  0.10
H 10.3280 45.4160 5.0620  -0.07
H 12.6000 45.1260 12.2830  0.26
C 10.0140 39.7560 -0.0050  -0.56
N 8.6190 43.7370 7.3070  0.90
C 15.3210 39.2900 6.8150  -0.16
H 13.2320 47.5000 3.0980  0.65
O 14.5810 39.8250 1.2110  -0.71
O 8.1980 44.6440 6.5740  -0.54
O 9.7050 47.8540 5.4370  -0.70
C 18.4300 43.9050 4.7140  -0.51
H 15.5830 46.4680 5.8010  0.36
H 16.2690 45.9240 2.9760  0.27
H 9.6360 40.1770 -0.9050  0.39
O 11.9160 42.4780 4.8760  1.10
N 10.5610 40.1000 2.0830  0.62
H 12.3230 42.2150 8.5860  -0.36
N 12.7520 40.4070 9.3290  1.02
H 14.4940 41.5810 3.1350  -0.05
N 10.4020 43.3530 3.2770  2.41
O 18.0100 43.2300 8.8790  -0.61
C 13.8570 47.4320 0.8800  -1.14
H 10.4540 37.2890 6.0520  0.60
O 12.9870 40.9360 10.4310  -0.63
H 13.2290 40.6170 3.9720  -0.61
H 10.9370 42.7520 3.9240  -0.86
H 14.8390 39.5020 7.8610  0.11
C 16.2420 38.1370 6.5460  -0.86
C 12.6190 45.4390 11.1780  -0.88
C 14.3380 46.0910 0.1950  -0.78
O 14.3150 42.2840 5.8120  0.08
N 14.0090 39.6370 2.2730  1.22
O 14.3330 48.7630 5.3550  -0.65
C 8.4560 44.3180 2.2150  -1.40
C 16.0600 42.6850 8.0360  0.33
H 10.5680 40.5360 3.0840  -0.22
H 11.8200 43.7500 1.8280  1.13
H 14.4600 45.8550 -0.8710  0.34
N 13.7160 45.6180 2.4230  1.33
H 13.4760 43.4780 9.9970  0.48
H 11.7610 47.5380 10.8200  0.45
H 12.1730 39.5410 5.8080  0.96
C 17.0720 43.2000 4.7250  -0.89
H 16.3760 40.4970 3.8520  0.23
H 11.7640 45.9920 4.2070  -0.41
H 19.3730 43.4580 5.3410  0.17
O 7.9080 42.8850 7.9410  -0.64
H 14.5290 46.3470 7.1240  0.44
P 13.2690 43.1640 5.4280  -2.17
O 12.9720 44.0610 6.5560  -0.15
H 15.0440 41.0250 5.6970  0.67
H 10.3730 42.7620 7.3580  -0.20
H 11.6710 46.9660 8.2590  0.32
H 15.2560 44.1040 4.2680  0.11
C 9.2260 40.4310 5.3210  -0.33
C 11.2000 46.2180 4.9130  0.76
H 16.2850 43.3060 7.0880  -0.31
H 10.6240 44.4030 6.7610  -0.44
H 10.9810 38.2490 2.7830  0.53
N 10.5640 40.6160 5.4440  1.44
H 7.4560 44.7120 2.1050  0.39
C 10.8740 43.9530 2.0820  -1.13
N 16.8180 43.3220 9.0830  1.01
H 8.4630 41.1970 5.1480  0.19
C 10.4280 38.4390 0.4130  -1.30
H 9.8740 41.7900 1.0440  0.34
H 12.9590 40.7480 7.5820  -0.77
H 14.9020 42.9170 8.1670  -0.44
C 11.9670 46.2590 9.0570  -0.24
H 17.8240 37.8730 4.7890  0.61
C 11.2760 39.4240 5.8200  -1.05
O 12.5610 39.1390 9.3270  -0.60
H 9.7710 45.0190 0.3590  0.53
N 12.7960 45.0470 8.8300  0.75
C 10.1750 38.2400 5.8250  -1.43
C 10.1890 43.7510 7.4770  0.44
C 11.9650 46.5740 10.5400  -0.91
C 18.3610 45.2290 3.8860  -1.40
N 15.4870 40.1680 5.6750  0.56
H 10.5420 37.5500 -0.0750  0.50
C 16.8660 45.2720 3.6640  -0.15
H 13.9770 48.3900 0.4180  0.39
H 12.8940 41.3660 2.4090  0.50
C 9.6430 44.6770 1.3440  -1.21
H 14.5800 43.8940 1.2820  0.20
H 13.0490 44.5820 7.9010  0.11
C 16.4600 39.6840 4.7320  0.00
N 14.4760 48.0740 6.3790  1.13
C 9.0300 43.5970 3.4220  -0.19
N 10.6370 47.5740 4.7560  1.25
O 14.6280 48.5170 7.4880  -0.66
C 13.6250 40.9020 3.0120  0.01
C 12.3540 41.1350 8.2570  0.41
O 11.3370 48.3780 4.2280  -0.66
H 13.7330 44.9480 3.2220  -0.09
C 14.2740 45.0040 1.2320  -0.22
H 10.0710 44.0230 8.6150  0.03
H 11.3730 40.9320 8.1130  0.68
C 10.0490 40.7680 1.0330  -0.13
C 13.5450 46.9590 2.3480  -0.65
O 13.5480 38.5340 2.6000  -0.61
O 16.3510 43.2500 10.2720  -0.58
C 8.8790 38.9480 5.5840  -0.69
C 14.6290 46.6950 6.1480  -0.87
H 18.9510 45.9310 3.8380  0.59
C 13.1200 44.4880 10.0670  -0.25

Results
DFT total energy in a.u.: -3583.27135
E_HOMO in eV: -1.4
Energy relative to the best compared isomer or geometry (same formula, charge and spin) in kcal per mole: 33.9
Spin multiplicity: 1
Net charge: -3
Molecular weight in g mol⁻¹: 930.8
Lowest unoccupied orbital energy in eV: 5.381
Orbital gap in eV: 6.732

***

Question: Number 2 is which compound?
Answer: C6H12N